{"formula": "C35H54BaN6O10P2", "method": "ωB97M-V/def2-TZVPD", "symbols": ["Ba", "C", "N", "C", "C", "O", "C", "O", "C", "C", "O", "N", "C", "C", "H", "H", "H", "H", "H", "H", "H", "H", "H", "H", "H", "H", "H", "H", "H", "H", "C", "C", "C", "C", "N", "C", "C", "C", "C", "C", "C", "C", "H", "H", "H", "H", "H", "H", "H", "H", "C", "C", "C", "O", "P", "O", "C", "P", "O", "O", "C", "C", "C", "O", "C", "C", "C", "O", "C", "C", "C", "H", "H", "H", "H", "H", "H", "H", "H", "H", "H", "H", "H", "H", "H", "H", "H", "H", "H", "H", "H", "H", "H", "H", "H", "H", "H", "H", "H", "H", "H", "O", "N", "C", "C", "N", "C", "N"], "xyz": [[0.2586, -0.7301, 0.0763], [-1.5602, 4.5690, 2.0374], [-1.0686, 3.2079, 1.9370], [-0.9073, 2.4428, 3.1703], [-0.5517, 2.7058, 0.7993], [0.0389, 1.6483, 0.7776], [-0.7232, 3.5332, -0.4737], [-0.1388, 2.8920, -1.5852], [-1.0002, 2.5379, -2.6282], [-1.9755, 1.4029, -2.2839], [-2.0208, 0.9278, -1.1640], [-2.7579, 0.9422, -3.2999], [-2.9984, 1.7120, -4.5066], [-3.7303, -0.0940, -2.9780], [-2.1307, 4.6625, 2.9584], [-2.2277, 4.8186, 1.2134], [-0.7467, 5.3006, 2.0670], [-1.7966, 2.5775, 3.7844], [-0.0270, 2.7763, 3.7259], [-0.8028, 1.3887, 2.9252], [-0.2197, 4.4964, -0.3359], [-1.7870, 3.7342, -0.6329], [-0.3584, 2.2076, -3.4486], [-1.5634, 3.4105, -2.9883], [-2.0948, 2.2139, -4.8452], [-3.7849, 2.4608, -4.3658], [-3.3194, 1.0388, -5.3006], [-3.3151, -0.7568, -2.2245], [-3.9494, -0.6643, -3.8805], [-4.6608, 0.3339, -2.5947], [3.0138, 2.8786, 2.1225], [3.0113, 2.3934, 3.4237], [2.9854, 1.0270, 3.6267], [2.9683, 0.1630, 2.5251], [2.9775, 0.6379, 1.2696], [2.9924, 1.9572, 1.0909], [2.9293, -1.3125, 2.7114], [3.8938, -1.8913, 3.5411], [3.9104, -3.2651, 3.7279], [2.9340, -4.0339, 3.1083], [1.9731, -3.4249, 2.3054], [1.9250, -2.0441, 2.0473], [3.0335, 3.9400, 1.9112], [3.0256, 3.0733, 4.2674], [2.9617, 0.6082, 4.6237], [2.9797, 2.2883, 0.0561], [4.6446, -1.2722, 4.0253], [4.6671, -3.7264, 4.3513], [2.9205, -5.1094, 3.2586], [1.2152, -4.0749, 1.8664], [-0.6100, -3.8755, -6.0041], [-1.5094, -2.8217, -5.3870], [-1.4390, -1.4934, -6.1220], [-1.2693, -2.6203, -3.9694], [0.0745, -2.5176, -3.1409], [-0.2411, -2.2237, -1.7462], [1.1136, -1.2512, -3.9317], [2.3863, -0.4785, -2.8814], [1.8206, 0.1173, -1.6735], [3.0795, 0.6577, -3.7461], [4.1629, 0.5074, -4.6998], [3.8387, -0.4846, -5.8007], [4.4263, 1.8985, -5.2359], [3.4235, -1.6574, -2.7238], [4.6594, -1.4964, -1.9233], [5.7429, -2.2348, -2.6785], [4.4303, -2.0359, -0.5358], [0.9065, -3.8437, -3.3381], [0.7311, -4.9234, -2.3300], [0.6975, -6.2264, -3.0957], [1.8700, -4.8288, -1.3441], [-0.8977, -4.0126, -7.0476], [-0.7063, -4.8289, -5.4902], [0.4385, -3.5763, -5.9782], [-2.5388, -3.1813, -5.4005], [-0.4103, -1.2203, -6.3620], [-1.8815, -0.7047, -5.5132], [-1.9914, -1.5621, -7.0597], [0.4555, -0.4420, -4.2572], [1.5960, -1.7025, -4.7992], [5.0349, 0.1618, -4.1405], [2.9290, -0.1879, -6.3272], [3.7229, -1.4955, -5.4105], [4.6571, -0.4989, -6.5215], [3.5607, 2.2570, -5.7948], [5.2901, 1.8856, -5.9007], [4.6225, 2.5897, -4.4180], [4.8734, -0.4239, -1.8728], [5.5026, -3.2978, -2.7196], [6.6939, -2.1186, -2.1580], [5.8579, -1.8654, -3.6980], [4.2166, -3.1047, -0.5693], [3.6142, -1.5196, -0.0334], [5.3264, -1.8851, 0.0687], [-0.2179, -4.7486, -1.8192], [1.6117, -6.3504, -3.6778], [-0.1608, -6.2715, -3.7649], [0.6208, -7.0555, -2.3917], [2.8264, -4.9420, -1.8584], [1.7766, -5.6186, -0.5979], [1.8554, -3.8764, -0.8152], [-1.4065, -0.7825, 1.8627], [-2.2649, -1.1468, 2.7062], [-2.8706, -2.2886, 2.4434], [-3.8629, -2.7761, 3.3430], [-4.6691, -3.1928, 4.0508], [-2.5295, -3.0386, 1.2792], [-2.2319, -3.6304, 0.3354]], "energy_ev": -85862.9710, "e_lumo_ev": -0.11}

***

{"formula": "C47H42FN10NaO8", "method": "ωB97M-V/def2-TZVPD", "symbols": ["Na", "C", "O", "C", "C", "C", "C", "C", "C", "N", "N", "C", "O", "C", "C", "C", "C", "C", "C", "C", "O", "H", "H", "H", "H", "H", "H", "H", "H", "H", "H", "H", "H", "C", "O", "C", "C", "C", "C", "C", "C", "C", "N", "C", "C", "N", "C", "C", "C", "C", "N", "C", "C", "N", "C", "C", "C", "C", "H", "H", "H", "H", "H", "H", "H", "H", "H", "H", "H", "H", "H", "H", "F", "C", "C", "N", "C", "C", "O", "O", "C", "O", "N", "C", "O", "H", "H", "H", "H", "C", "C", "N", "C", "C", "N", "C", "C", "H", "H", "H", "H", "H", "H", "H", "H", "H", "H", "H", "H"], "xyz": [[-1.0669, -1.3645, -1.3081], [-4.1173, 2.6890, -1.0229], [-3.6258, 3.3100, -2.1918], [-3.3162, 2.5357, -3.2975], [-3.5477, 3.1468, -4.5080], [-3.1950, 2.5413, -5.7176], [-2.6066, 1.2950, -5.6667], [-2.3751, 0.6281, -4.4604], [-1.6577, -0.6465, -4.5595], [-1.4910, -1.4887, -3.6212], [-0.7473, -2.6219, -3.9865], [0.2864, -2.8240, -3.2035], [0.7263, -2.1042, -2.2618], [1.0445, -4.0965, -3.5093], [0.7629, -4.8927, -4.6166], [1.4857, -6.0513, -4.8511], [2.4962, -6.4378, -3.9777], [2.7743, -5.6549, -2.8665], [2.0540, -4.4910, -2.6389], [-2.7226, 1.2226, -3.1931], [-2.5090, 0.6645, -2.0750], [-4.3070, 3.5020, -0.3201], [-3.4068, 1.9754, -0.6142], [-5.0650, 2.1706, -1.2269], [-4.0016, 4.1321, -4.4882], [-3.3751, 3.0426, -6.6605], [-2.3004, 0.8024, -6.5850], [-1.2244, -0.8748, -5.5432], [-0.0332, -4.5797, -5.2786], [1.2574, -6.6621, -5.7181], [3.0570, -7.3476, -4.1598], [3.5451, -5.9551, -2.1671], [2.2427, -3.8702, -1.7742], [4.9290, 7.7898, 7.9393], [5.1553, 7.7214, 6.5497], [4.4429, 6.7881, 5.8436], [3.5858, 5.8572, 6.4201], [2.9141, 4.9500, 5.6135], [3.0813, 4.9482, 4.2345], [3.9490, 5.8870, 3.6724], [4.6225, 6.7978, 4.4619], [2.3469, 3.9659, 3.4289], [1.5253, 3.0678, 3.9132], [1.0701, 2.3683, 2.8166], [1.6293, 2.8576, 1.6629], [2.4504, 3.8860, 2.0639], [1.3701, 2.3280, 0.3587], [1.9461, 2.7814, -0.8315], [1.6202, 2.1527, -2.0068], [0.7273, 1.0741, -1.9693], [0.1756, 0.6458, -0.8571], [0.4762, 1.2469, 0.2932], [-0.1482, 0.7105, 1.5145], [-0.9735, -0.3358, 1.3700], [-1.4831, -0.8853, 2.4497], [-1.2394, -0.4129, 3.7453], [-0.4155, 0.6742, 3.9067], [0.1586, 1.2567, 2.7729], [5.5229, 8.6251, 8.3024], [5.2506, 6.8723, 8.4418], [3.8734, 7.9702, 8.1622], [3.4338, 5.8233, 7.4892], [2.2456, 4.2206, 6.0495], [4.1120, 5.9202, 2.6033], [5.2945, 7.5252, 4.0276], [3.0255, 4.4509, 1.4682], [2.6480, 3.6084, -0.8244], [2.0477, 2.4650, -2.9501], [0.4563, 0.5340, -2.8672], [-2.0904, -1.7679, 2.2864], [-1.6891, -0.9108, 4.5947], [-0.1853, 1.0797, 4.8837], [5.3119, -5.1329, 1.5298], [4.7713, -3.9884, 1.0524], [3.4551, -3.7475, 1.1691], [2.8724, -2.6078, 0.6939], [1.4275, -2.3708, 0.8608], [0.5133, -3.6183, 0.7452], [0.9946, -4.7233, 1.0651], [-0.6334, -3.3475, 0.3520], [3.6328, -1.6061, 0.1324], [3.2214, -0.5101, -0.1833], [4.9732, -1.9359, -0.0401], [5.6598, -3.0585, 0.3980], [6.8603, -3.1807, 0.2183], [2.7542, -4.4659, 1.5821], [1.1565, -1.6338, 0.1133], [1.2640, -1.9464, 1.8549], [5.5279, -1.2191, -0.4856], [-4.2317, -2.1472, -2.1444], [-5.7270, -2.5302, -1.9867], [-6.0863, -2.6506, -0.5677], [-5.7853, -1.3765, 0.0921], [-4.2787, -1.0330, -0.0485], [-3.6068, -2.0702, -0.8238], [-3.7422, -3.3574, -0.1501], [-5.2464, -3.6913, 0.0349], [-4.0960, -1.1808, -2.6275], [-3.6845, -2.8806, -2.7381], [-5.9476, -3.4876, -2.4673], [-6.3792, -1.7770, -2.4379], [-6.0823, -1.4642, 1.1425], [-6.4121, -0.6046, -0.3644], [-3.7957, -0.9635, 0.9284], [-4.1140, -0.0928, -0.5699], [-3.2037, -3.3137, 0.7969], [-3.2295, -4.1085, -0.7516], [-5.5131, -3.7639, 1.0942], [-5.5031, -4.6456, -0.4342]], "total_charge": -2, "energy_ev": -87840.8143, "e_lumo_ev": 2.87}

***

E_HOMO per entry: -6.114, -1.642 eV
F_max per entry: 1.978, 1.111 eV/Å
Energy relative to the best compared isomer or geometry (same formula, charge and spin) per entry: 126.5, 0.0 kJ/mol